(1)
Density functional theory data (the ωB97M-V functional and the def2-TZVPD basis) for C10H12O2S in the gas phase.

Atoms and positions in Å:
C 3.409 0.221 -0.184
C 2.808 -0.753 -0.953
C 2.534 0.994 0.672
C 1.474 -0.934 -0.984
C 1.144 0.917 0.526
C 0.620 -0.146 -0.252
C -0.014 1.663 1.159
C -0.816 -0.181 -0.323
C -3.046 -1.161 0.366
C -1.551 -1.071 0.714
O -1.449 2.231 -1.246
O -1.410 -0.637 -1.723
S -1.475 1.538 0.033
H 4.499 0.502 -0.249
H 3.595 -1.222 -1.689
H 3.044 1.746 1.236
H 0.872 -1.559 -1.634
H -0.370 1.273 2.112
H 0.110 2.722 1.190
H -3.404 -0.215 0.233
H -3.501 -1.713 1.099
H -2.912 -1.733 -0.537
H -1.170 -2.116 0.699
H -1.421 -0.660 1.711
H -1.570 0.292 -1.974

frontier orbital gap = 9.80 eV
LUMO = 0.556 eV
ΔE to the lowest compared entry with this formula, charge and spin = 69.63 kcal/mol
max |F| = 5.20 eV Å⁻¹

Löwdin atomic charge list, values in e, 5 entries: number 1, C, carries -0.07; number 2, C, carries -0.11; number 3, C, carries -0.01; number 4, C, carries -0.03; number 5, C, carries -0.18

---

(2)
Density functional theory data (the ωB97M-V functional and the def2-TZVPD basis) for C6H10 in the gas phase.

Atoms and positions in Å:
C 1.366 0.754 -1.126
C 2.020 -0.864 0.301
C 0.974 0.272 0.229
C -0.381 -0.201 0.621
C -1.469 0.184 -0.155
C -2.802 0.007 0.117
H 1.973 -1.420 1.272
H 1.571 1.831 -1.082
H 0.701 0.456 -1.926
H 1.801 -1.625 -0.444
H 3.063 -0.556 0.251
H 1.149 0.971 1.067
H -0.550 -0.729 1.555
H -1.180 0.646 -1.092
H -3.540 0.320 -0.598
H -3.058 -0.472 1.054

frontier orbital gap = 4.64 eV
LUMO = -1.633 eV
ΔE to the lowest compared entry with this formula, charge and spin = 131.38 kcal/mol
max |F| = 2.87 eV Å⁻¹

Löwdin atomic charge list, values in e, 5 entries: number 1, C, carries 0.02; number 2, C, carries -0.11; number 3, C, carries -0.49; number 4, C, carries -0.04; number 5, C, carries -0.20

---

(3)
Density functional theory data (the ωB97M-V functional and the def2-TZVPD basis) for 2 unconnected molecules or ions with the total composition C5H10SSi.

Atoms and positions in Å:
C 3.647 1.180 -0.763
C 3.958 0.180 -0.139
C -2.421 -1.495 -0.474
C -2.639 1.397 0.710
C 4.278 -0.938 0.546
Si -1.593 0.217 -0.356
S 0.317 0.023 0.521
H 3.385 2.050 -1.289
H -1.860 -2.245 0.077
H -3.432 -1.475 -0.078
H -2.477 -1.823 -1.508
H -2.016 1.989 1.372
H -3.203 2.084 0.088
H -3.345 0.847 1.325
H 3.632 -1.796 0.498
H 5.155 -0.971 1.166
H -1.386 0.775 -1.697

frontier orbital gap (spin up / spin down) = 9.02 / 5.81 eV
LUMO (spin up / spin down) = -0.516 / -2.344 eV
ΔE to the lowest compared entry with this formula, charge and spin = 44.39 kcal/mol
max |F| = 1.20 eV Å⁻¹

Löwdin atomic charge list, values in e, 5 entries: number 1, C, carries 0.11; number 2, C, carries -0.27; number 3, C, carries -0.26; number 4, C, carries -0.26; number 5, C, carries 0.01

---

(4)
Density functional theory data (the ωB97M-V functional and the def2-TZVPD basis) for 2 unconnected molecules or ions with the total composition CH3O2Si.

Atoms and positions in Å:
C 3.658 -0.401 -0.222
O 4.036 0.706 -0.007
O 1.802 -0.593 0.288
Si 0.297 -0.321 0.040
H 0.133 0.786 0.901
H 0.022 -0.284 -1.552
H -0.871 -1.292 0.437

frontier orbital gap = 8.52 eV
LUMO = 4.341 eV
ΔE to the lowest compared entry with this formula, charge and spin = 17.25 kcal/mol
charge = -1
max |F| = 3.52 eV Å⁻¹

Löwdin atomic charge list, values in e, 5 entries: number 1, C, carries -0.14; number 2, O, carries -0.11; number 3, O, carries -0.62; number 4, Si, carries 0.20; number 5, H, carries -0.12

---

What did the third record say?
Density functional theory data (the ωB97M-V functional and the def2-TZVPD basis) for 2 unconnected molecules or ions with the total composition C5H10SSi.

Atoms and positions in Å:
C 3.647 1.180 -0.763
C 3.958 0.180 -0.139
C -2.421 -1.495 -0.474
C -2.639 1.397 0.710
C 4.278 -0.938 0.546
Si -1.593 0.217 -0.356
S 0.317 0.023 0.521
H 3.385 2.050 -1.289
H -1.860 -2.245 0.077
H -3.432 -1.475 -0.078
H -2.477 -1.823 -1.508
H -2.016 1.989 1.372
H -3.203 2.084 0.088
H -3.345 0.847 1.325
H 3.632 -1.796 0.498
H 5.155 -0.971 1.166
H -1.386 0.775 -1.697

frontier orbital gap (spin up / spin down) = 9.02 / 5.81 eV
LUMO (spin up / spin down) = -0.516 / -2.344 eV
ΔE to the lowest compared entry with this formula, charge and spin = 44.39 kcal/mol
max |F| = 1.20 eV Å⁻¹

Löwdin atomic charge list, values in e, 5 entries: number 1, C, carries 0.11; number 2, C, carries -0.27; number 3, C, carries -0.26; number 4, C, carries -0.26; number 5, C, carries 0.01

---

Which value of ΔE to the lowest compared entry with this formula, charge and spin does entry 1 give?
69.63 kcal/mol